# 1
{
  "formula": "C40H115N11O19",
  "method": "ωB97M-V with the def2-TZVPD basis set",
  "elements": ["C", "O", "N", "N", "H", "H", "H", "H", "C", "O", "N", "N", "H", "H", "H", "H", "C", "O", "N", "N", "H", "H", "H", "H", "C", "O", "N", "N", "H", "H", "H", "H", "C", "C", "O", "H", "H", "H", "H", "H", "H", "C", "C", "O", "H", "H", "H", "H", "H", "H", "C", "C", "O", "H", "H", "H", "H", "H", "H", "C", "C", "O", "H", "H", "H", "H", "H", "H", "C", "C", "O", "H", "H", "H", "H", "H", "H", "C", "C", "O", "H", "H", "H", "H", "H", "H", "C", "C", "O", "H", "H", "H", "H", "H", "H", "C", "C", "O", "H", "H", "H", "H", "H", "H", "C", "C", "O", "H", "H", "H", "H", "H", "H", "C", "O", "C", "C", "N", "C", "C", "O", "C", "H", "H", "H", "H", "H", "H", "H", "H", "H", "H", "H", "H", "H", "H", "H", "C", "O", "C", "C", "N", "C", "C", "O", "C", "H", "H", "H", "H", "H", "H", "H", "H", "H", "H", "H", "H", "H", "H", "H", "C", "O", "C", "C", "N", "C", "C", "O", "C", "H", "H", "H", "H", "H", "H", "H", "H", "H", "H", "H", "H", "H", "H", "H"],
  "coordinates": [[0.098, -0.455, 4.461], [0.058, -0.647, 5.673], [-0.783, 0.351, 3.810], [1.048, -0.943, 3.602], [-1.438, 0.884, 4.352], [-0.693, 0.576, 2.832], [1.703, -1.610, 3.965], [0.969, -0.627, 2.652], [4.061, -1.940, -0.327], [2.885, -2.179, -0.067], [5.108, -2.465, 0.343], [4.476, -1.250, -1.455], [4.999, -3.171, 1.048], [6.023, -2.356, -0.061], [3.633, -0.920, -1.912], [5.427, -1.055, -1.756], [-0.056, 2.491, -4.985], [0.771, 2.131, -5.830], [-1.164, 3.235, -5.250], [-0.009, 2.061, -3.703], [-1.496, 3.325, -6.193], [-1.876, 3.268, -4.537], [-0.646, 2.428, -3.010], [0.634, 1.315, -3.494], [-3.293, 2.056, -1.797], [-2.285, 2.685, -2.124], [-3.246, 0.806, -1.280], [-4.569, 2.556, -1.778], [-2.384, 0.307, -1.425], [-4.025, 0.414, -0.774], [-4.792, 3.458, -2.156], [-5.272, 2.104, -1.219], [-6.462, -0.934, -1.856], [-6.375, -1.119, -0.352], [-5.484, -0.155, 0.221], [-7.378, -1.307, -2.313], [-5.644, -1.393, -2.418], [-6.348, 0.115, -2.138], [-6.014, -2.121, -0.097], [-7.289, -0.933, 0.219], [-5.665, -0.011, 1.163], [0.102, -3.891, 1.950], [-1.134, -3.810, 2.826], [-1.761, -5.054, 3.019], [0.643, -2.957, 1.819], [-0.145, -4.277, 0.957], [0.739, -4.674, 2.366], [-1.883, -3.091, 2.481], [-0.813, -3.415, 3.794], [-2.456, -5.226, 2.372], [-1.094, -0.341, -5.525], [-1.764, -0.657, -4.209], [-0.902, -0.995, -3.138], [-1.803, -0.360, -6.348], [-0.430, -1.191, -5.729], [-0.421, 0.512, -5.448], [-2.523, -1.447, -4.263], [-2.318, 0.247, -3.915], [-1.415, -1.208, -2.329], [-1.749, -5.632, -2.706], [-1.077, -5.126, -1.437], [0.142, -4.522, -1.790], [-2.608, -6.299, -2.624], [-0.998, -6.081, -3.360], [-2.137, -4.863, -3.386], [-0.895, -6.031, -0.844], [-1.746, -4.534, -0.805], [0.359, -3.741, -1.274], [3.874, -1.832, -4.643], [2.381, -1.928, -4.409], [1.965, -1.069, -3.356], [4.058, -0.900, -5.181], [4.110, -2.609, -5.375], [4.495, -1.945, -3.759], [2.072, -2.952, -4.163], [1.806, -1.690, -5.311], [0.996, -1.121, -3.301], [0.389, 4.434, -1.531], [1.145, 5.404, -0.565], [0.971, 5.053, 0.780], [0.492, 3.382, -1.272], [0.894, 4.464, -2.500], [-0.648, 4.740, -1.636], [0.637, 6.359, -0.735], [2.197, 5.575, -0.813], [1.614, 4.336, 0.946], [-2.238, 2.763, 1.284], [-2.908, 3.639, 2.345], [-3.231, 2.789, 3.432], [-1.337, 2.282, 1.661], [-2.095, 3.332, 0.366], [-2.948, 1.967, 1.040], [-3.838, 4.044, 1.933], [-2.252, 4.488, 2.544], [-3.174, 3.191, 4.302], [-5.136, -5.463, 0.113], [-6.488, -5.513, 0.812], [-7.285, -6.622, 0.414], [-5.266, -5.664, -0.952], [-4.589, -6.353, 0.436], [-4.592, -4.569, 0.408], [-7.067, -4.588, 0.821], [-6.200, -5.654, 1.861], [-7.405, -7.210, 1.160], [8.333, 0.706, 2.483], [7.925, 2.148, 2.219], [9.084, 2.806, 1.703], [9.273, 0.583, 3.017], [8.254, -0.017, 1.671], [7.589, 0.282, 3.172], [7.453, 2.596, 3.095], [7.141, 2.152, 1.452], [9.080, 3.701, 2.060], [5.828, 6.707, -0.580], [6.079, 5.344, -0.895], [7.030, 5.165, -1.936], [6.794, 3.824, -2.649], [7.214, 2.722, -1.789], [6.949, 1.398, -2.265], [7.559, 0.314, -1.327], [7.162, -0.995, -1.661], [7.704, -1.533, -2.866], [5.353, 6.636, 0.398], [5.180, 7.299, -1.233], [6.825, 7.162, -0.574], [8.007, 5.209, -1.440], [7.027, 5.941, -2.706], [7.325, 3.813, -3.600], [5.703, 3.754, -2.736], [7.093, 2.948, -0.814], [7.599, 1.335, -3.150], [5.944, 1.205, -2.662], [7.067, 0.421, -0.353], [8.645, 0.283, -1.207], [7.145, -2.454, -3.015], [8.784, -1.700, -2.848], [7.536, -0.861, -3.710], [-3.384, -1.894, -0.621], [-2.219, -1.142, -0.852], [-1.254, -1.052, 0.224], [-0.427, 0.194, -0.056], [0.769, 0.304, 0.796], [1.401, 1.519, 0.273], [2.737, 1.871, 0.941], [2.948, 3.244, 0.659], [4.144, 3.690, 1.250], [-3.203, -2.861, -0.140], [-3.776, -2.058, -1.624], [-4.132, -1.421, 0.023], [-0.691, -1.988, 0.150], [-1.876, -1.058, 1.123], [-1.074, 1.074, -0.099], [-0.222, 0.113, -1.134], [1.318, -0.519, 0.558], [0.781, 2.389, 0.492], [1.486, 1.429, -0.814], [3.542, 1.170, 0.689], [2.665, 1.698, 2.022], [5.035, 3.221, 0.822], [4.212, 3.548, 2.334], [4.248, 4.763, 1.087], [-2.997, -3.042, 4.577], [-2.602, -1.944, 3.791], [-3.301, -0.731, 4.065], [-4.565, -0.685, 3.218], [-5.238, 0.619, 3.134], [-6.152, 0.852, 4.261], [-7.417, 0.003, 4.152], [-8.135, -0.243, 5.337], [-7.594, -1.136, 6.269], [-2.794, -2.770, 5.619], [-2.497, -4.006, 4.458], [-4.054, -3.248, 4.367], [-2.593, 0.065, 3.837], [-3.511, -0.558, 5.126], [-5.259, -1.515, 3.360], [-4.258, -0.956, 2.201], [-4.552, 1.370, 3.112], [-6.461, 1.895, 4.177], [-5.615, 0.749, 5.209], [-7.245, -1.023, 3.787], [-8.083, 0.351, 3.361], [-6.707, -0.657, 6.701], [-7.326, -2.078, 5.776], [-8.275, -1.313, 7.098]],
  "e_tot_ev": -98633.1879,
  "homo_ev": -8.62,
  "gap_ev": 8.94,
  "lumo_energy_ev": 0.318
}



# 2
{
  "formula": "C40H120N10O15",
  "method": "ωB97M-V with the def2-TZVPD basis set",
  "elements": ["O", "H", "H", "O", "H", "H", "O", "H", "H", "O", "H", "H", "O", "H", "H", "C", "C", "C", "O", "C", "N", "H", "H", "H", "H", "H", "H", "H", "H", "H", "H", "H", "C", "C", "C", "O", "C", "N", "H", "H", "H", "H", "H", "H", "H", "H", "H", "H", "H", "C", "C", "C", "O", "C", "N", "H", "H", "H", "H", "H", "H", "H", "H", "H", "H", "H", "C", "C", "C", "O", "C", "N", "H", "H", "H", "H", "H", "H", "H", "H", "H", "H", "H", "C", "C", "C", "O", "C", "N", "H", "H", "H", "H", "H", "H", "H", "H", "H", "H", "H", "C", "C", "C", "O", "C", "N", "H", "H", "H", "H", "H", "H", "H", "H", "H", "H", "H", "C", "C", "C", "O", "C", "N", "H", "H", "H", "H", "H", "H", "H", "H", "H", "H", "H", "C", "C", "C", "O", "C", "N", "H", "H", "H", "H", "H", "H", "H", "H", "H", "H", "H", "C", "C", "C", "O", "C", "N", "H", "H", "H", "H", "H", "H", "H", "H", "H", "H", "H", "C", "C", "C", "O", "C", "N", "H", "H", "H", "H", "H", "H", "H", "H", "H", "H", "H"],
  "coordinates": [[-5.475, -1.115, -0.961], [-5.133, -0.208, -0.834], [-6.424, -0.932, -0.909], [-0.634, 2.270, 2.376], [-0.563, 2.148, 3.309], [-0.263, 1.459, 1.934], [-1.775, -2.619, -5.383], [-1.340, -1.887, -5.871], [-2.520, -2.299, -4.806], [-4.771, 1.610, 0.031], [-5.601, 2.170, 0.086], [-4.072, 2.278, 0.338], [0.330, -3.467, -3.406], [-0.103, -2.767, -2.848], [-0.213, -3.486, -4.213], [-2.146, -4.501, 2.632], [-3.554, -4.636, 1.998], [-4.019, -3.286, 1.433], [-3.775, -2.336, 2.440], [-3.889, -0.973, 1.909], [-3.478, -5.699, 0.996], [-1.680, -5.503, 2.488], [-2.195, -4.314, 3.722], [-1.691, -3.611, 2.180], [-4.307, -4.940, 2.718], [-5.049, -3.284, 1.151], [-3.377, -3.066, 0.596], [-3.731, -0.308, 2.771], [-4.897, -0.814, 1.501], [-3.216, -0.902, 1.007], [-4.345, -5.839, 0.428], [-2.765, -5.589, 0.274], [-0.131, 7.542, 3.062], [-0.270, 6.116, 2.398], [1.078, 5.399, 2.191], [1.696, 6.050, 0.996], [3.096, 5.934, 0.978], [-1.196, 5.382, 3.294], [-1.164, 7.877, 3.064], [0.483, 8.168, 2.440], [0.229, 7.428, 4.115], [-0.765, 6.339, 1.441], [0.921, 4.325, 1.976], [1.828, 5.402, 3.028], [3.398, 4.931, 1.055], [3.525, 6.466, 1.902], [3.497, 6.488, 0.150], [-1.066, 4.396, 3.215], [-0.747, 5.566, 4.155], [-2.293, -1.032, 5.568], [-0.983, -0.193, 5.589], [0.085, -0.887, 4.727], [0.527, -1.977, 5.520], [1.292, -2.878, 4.821], [-1.196, 1.218, 5.105], [-2.233, -1.903, 6.218], [-2.579, -1.364, 4.543], [-3.166, -0.484, 5.960], [-0.630, -0.173, 6.582], [0.829, -0.181, 4.405], [-0.347, -1.288, 3.786], [2.307, -2.461, 4.831], [0.857, -3.064, 3.859], [1.278, -3.839, 5.396], [-1.983, 1.242, 4.468], [-1.399, 1.863, 5.846], [-3.371, 4.198, -1.937], [-2.244, 3.765, -0.960], [-0.990, 4.641, -1.038], [-0.336, 4.527, -2.301], [0.890, 5.226, -2.399], [-2.793, 3.793, 0.398], [-3.707, 5.185, -1.587], [-4.212, 3.492, -1.859], [-3.003, 4.287, -2.930], [-1.989, 2.735, -1.215], [-0.346, 4.271, -0.178], [-1.336, 5.654, -0.913], [1.148, 5.365, -3.463], [1.719, 4.679, -1.865], [0.786, 6.288, -1.995], [-3.200, 4.686, 0.724], [-2.127, 3.490, 1.104], [2.488, 3.163, 5.460], [3.026, 1.708, 5.575], [4.450, 1.734, 6.043], [5.241, 2.430, 5.097], [5.451, 1.785, 3.887], [2.153, 1.017, 6.546], [1.435, 3.111, 5.202], [3.020, 3.801, 4.769], [2.503, 3.531, 6.447], [2.957, 1.301, 4.534], [4.883, 0.671, 6.197], [4.611, 2.266, 6.953], [6.376, 2.182, 3.467], [4.694, 2.018, 3.133], [5.494, 0.724, 4.058], [2.189, 0.000, 6.722], [1.244, 1.423, 6.510], [-1.984, 1.480, -6.635], [-0.862, 1.021, -5.689], [0.271, 0.438, -6.575], [-0.240, -0.664, -7.238], [0.715, -1.176, -8.091], [-0.264, 2.185, -4.970], [-3.007, 1.411, -6.245], [-2.047, 0.810, -7.497], [-1.785, 2.544, -6.918], [-1.074, 0.113, -5.044], [1.117, 0.171, -5.916], [0.567, 1.252, -7.291], [0.722, -0.613, -9.051], [0.426, -2.213, -8.358], [1.705, -1.112, -7.635], [0.513, 1.868, -4.396], [-0.900, 2.802, -4.519], [6.881, -1.460, 0.374], [6.507, -0.213, -0.459], [5.401, -0.510, -1.463], [5.716, -1.601, -2.272], [4.729, -1.691, -3.249], [5.993, 0.886, 0.440], [7.508, -2.051, -0.315], [6.036, -2.087, 0.585], [7.407, -1.220, 1.302], [7.383, 0.018, -1.064], [5.238, 0.335, -2.100], [4.403, -0.715, -1.006], [3.705, -1.940, -2.867], [5.129, -2.448, -3.872], [4.600, -0.773, -3.848], [6.637, 1.208, 1.122], [5.627, 1.663, -0.078], [0.968, -4.203, 0.007], [2.186, -3.392, -0.464], [3.172, -3.005, 0.586], [2.574, -1.993, 1.398], [3.366, -1.457, 2.405], [2.944, -4.316, -1.455], [1.165, -5.237, 0.361], [0.158, -4.231, -0.710], [0.503, -3.657, 0.843], [2.000, -2.442, -1.013], [4.176, -2.674, 0.246], [3.261, -3.870, 1.201], [3.793, -2.256, 3.101], [2.703, -0.758, 2.969], [4.179, -0.867, 2.014], [3.869, -3.850, -1.669], [2.400, -4.419, -2.333], [1.371, 1.633, -0.450], [0.203, 0.717, -0.385], [0.279, -0.131, -1.725], [-0.645, -1.224, -1.774], [-1.971, -0.832, -2.164], [0.221, -0.055, 0.800], [1.226, 2.376, -1.209], [2.294, 1.129, -0.700], [1.515, 2.135, 0.496], [-0.735, 1.298, -0.388], [1.193, -0.672, -1.680], [0.156, 0.648, -2.594], [-2.640, -1.679, -1.952], [-1.986, -0.501, -3.213], [-2.385, -0.052, -1.497], [1.021, -0.686, 0.816], [-0.662, -0.555, 0.703], [-5.372, -4.067, -5.440], [-4.950, -3.947, -3.979], [-3.761, -4.854, -3.666], [-4.247, -6.207, -3.539], [-4.772, -6.525, -2.249], [-4.378, -2.581, -3.826], [-6.128, -3.340, -5.704], [-5.809, -5.049, -5.684], [-4.463, -3.729, -5.976], [-5.785, -4.190, -3.235], [-3.212, -4.521, -2.755], [-3.052, -4.878, -4.477], [-4.495, -5.657, -1.585], [-4.340, -7.502, -1.850], [-5.897, -6.659, -2.322], [-4.730, -1.913, -4.502], [-4.471, -2.131, -2.903]],
  "de_lowest_kj_mol": 161.4,
  "e_tot_ev": -89033.6097,
  "homo_ev": -8.93,
  "gap_ev": 9.15,
  "lumo_energy_ev": 0.226
}